Formula: C3H11NO2
Source: the OMol25 dataset
Level of theory: the ωB97M-V functional and the def2-TZVPD basis

XYZ file:
```
17
Properties=species:S:1:pos:R:3:forces:R:3
C 0.063 1.309 0.338 -2.67 0.74 0.55
C 1.109 0.497 0.123 0.41 3.26 -1.73
C 1.738 -0.180 1.287 -2.49 0.35 -0.65
N 1.659 0.513 -1.235 -1.94 -0.98 1.85
H -0.745 1.771 -0.306 1.87 -0.57 -0.58
H -0.324 1.610 1.314 0.68 -0.89 0.42
H 2.732 -0.359 1.345 3.25 -0.45 -0.51
H 1.201 -1.080 1.219 -0.19 -2.06 0.24
H 1.443 0.178 2.244 -0.44 0.98 0.56
H 0.778 0.442 -1.881 3.39 -0.30 0.88
H 2.605 0.070 -1.261 -1.89 -0.02 -1.07
O -1.545 -1.822 -1.854 0.57 1.05 -1.53
H -1.455 -1.354 -1.033 -0.28 -0.02 1.18
H -1.342 -1.080 -2.474 -0.35 -1.13 0.29
O -2.793 -0.418 0.466 0.67 0.03 -2.89
H -2.977 -0.384 1.358 -0.77 -0.09 3.10
H -2.149 0.287 0.349 0.18 0.11 -0.09
```
Positions in Å, forces in eV/Å.

HOMO level: -8.5 eV
Energy relative to the best compared isomer or geometry (same formula, charge and spin): 49.93 kcal/mol
Energy: -8872.3245 eV
Frontier orbital gap: 9.1 eV
Structure (SMILES): C=C(C)N.O.O
Spin multiplicity: 1

Mulliken population analysis, charges in e, atoms 1 to 5: atom 1 (C): -1.346, atom 2 (C): 0.879, atom 3 (C): -1.384, atom 4 (N): -0.499, atom 5 (H): 0.460

=====

Formula: C4H6Br2O2
Source: the OMol25 dataset
Level of theory: the ωB97M-V functional and the def2-TZVPD basis

XYZ file:
```
14
Properties=species:S:1:pos:R:3:forces:R:3
C -1.128 -0.247 -0.556 2.44 0.05 0.99
C -0.982 1.053 -0.750 -0.45 1.32 -0.35
C -0.065 -1.128 0.087 -0.48 3.31 -0.49
C 1.105 -0.080 2.771 0.20 0.60 0.03
O 0.205 -0.264 3.700 1.28 -0.64 2.73
O 2.339 -0.135 3.250 0.85 0.45 0.35
Br -2.492 -1.145 -1.376 -1.43 -0.55 -0.62
Br 0.493 2.267 -0.275 -0.95 -1.26 -0.10
H -0.405 -2.000 0.490 -1.51 -2.19 1.33
H 0.380 -0.500 0.883 0.43 -0.69 -0.84
H 0.531 -1.456 -0.725 1.36 0.01 -0.68
H -1.745 1.627 -1.281 0.39 -0.18 0.18
H 0.552 -0.422 4.711 -0.54 0.49 -3.09
H 3.042 0.202 2.625 -1.59 -0.71 0.56
```
Positions in Å, forces in eV/Å.

HOMO level: -8.8 eV
Energy relative to the best compared isomer or geometry (same formula, charge and spin): 57.69 kcal/mol
Energy: -148422.0423 eV
Frontier orbital gap: 9.2 eV
Spin multiplicity: 1

Mulliken population analysis, charges in e, atoms 1 to 5: atom 1 (C): 0.608, atom 2 (C): -0.596, atom 3 (C): -0.684, atom 4 (C): -0.090, atom 5 (O): -0.339

=====

Formula: C4H5NO2
Source: the OMol25 dataset
Level of theory: the ωB97M-V functional and the def2-TZVPD basis

XYZ file:
```
12
Properties=species:S:1:pos:R:3:forces:R:3
C -0.871 0.883 -1.649 0.03 0.17 -0.05
O -0.943 -0.495 -1.265 -0.04 -0.11 -0.19
C 0.160 -0.900 -0.062 -0.01 0.04 -0.47
N 0.481 -1.114 -1.257 -0.19 -0.06 0.52
O 2.365 -0.330 1.496 -0.16 0.07 0.12
C 1.247 -0.313 1.973 0.18 -0.02 0.01
C 0.033 -0.602 1.234 0.09 -0.06 0.12
H -0.302 1.452 -0.909 -0.03 -0.05 -0.11
H -0.410 0.936 -2.638 -0.07 0.07 0.16
H -1.907 1.222 -1.663 0.10 0.02 -0.06
H 1.090 -0.086 3.046 0.01 0.03 -0.08
H -0.945 -0.652 1.693 0.09 -0.10 0.02
```
Positions in Å, forces in eV/Å.

HOMO level: -9.1 eV
Energy relative to the best compared isomer or geometry (same formula, charge and spin): 127.31 kcal/mol
Energy: -9808.7941 eV
Frontier orbital gap: 9.4 eV
Spin multiplicity: 1

Mulliken population analysis, charges in e, atoms 1 to 5: atom 1 (C): -0.522, atom 2 (O): -0.124, atom 3 (C): 0.767, atom 4 (N): -0.501, atom 5 (O): -0.537

=====

Formula: C4H7NO2
Source: the OMol25 dataset
Level of theory: the ωB97M-V functional and the def2-TZVPD basis

XYZ file:
```
14
Properties=species:S:1:pos:R:3:forces:R:3
N 0.336 -0.811 -2.092 -0.24 0.59 -0.17
C 0.725 -1.219 -0.851 -0.34 -0.16 -0.46
O 1.619 -2.023 -0.711 0.08 -0.07 0.29
C 0.021 -0.579 0.337 1.93 0.04 0.84
C -0.489 0.836 0.176 -0.84 0.22 -0.59
C -1.230 1.317 1.399 0.23 -0.26 -0.18
O -1.012 2.360 1.946 -0.12 0.09 0.13
H -0.321 -0.048 -2.159 0.21 -0.12 -0.12
H 1.038 -0.856 -2.817 -0.18 -0.26 0.00
H 0.908 -0.552 0.995 -0.45 0.17 0.21
H -0.649 -1.240 0.877 -0.39 -0.20 -0.40
H -1.224 0.869 -0.644 -0.17 0.00 0.17
H 0.258 1.578 -0.100 0.31 -0.16 0.18
H -2.002 0.606 1.765 -0.03 0.14 0.10
```
Positions in Å, forces in eV/Å.

HOMO level: -10.0 eV
Energy relative to the best compared isomer or geometry (same formula, charge and spin): 18.07 kcal/mol
Energy: -9846.4960 eV
Frontier orbital gap: 10.6 eV
Structure (SMILES): NC(=O)CCC=O
Spin multiplicity: 1

Mulliken population analysis, charges in e, atoms 1 to 5: atom 1 (N): -0.411, atom 2 (C): 0.436, atom 3 (O): -0.598, atom 4 (C): -0.458, atom 5 (C): -0.370

=====

Formula: C26H49ClN4Sn
Source: the OMol25 dataset
Level of theory: the ωB97M-V functional and the def2-TZVPD basis

XYZ file:
```
81
Properties=species:S:1:pos:R:3:forces:R:3
Sn 0.740 -0.815 0.143 -2.98 3.90 0.90
Cl -0.029 0.292 -2.161 -0.63 0.44 -2.07
C 2.832 -4.319 -0.833 -0.20 0.21 0.35
C 1.924 -2.297 -0.698 1.28 -2.20 -0.49
N 1.646 -3.618 -0.860 1.15 0.89 0.12
H 4.835 -3.701 -0.389 0.24 0.40 -0.34
N 3.272 -2.174 -0.626 -0.86 -0.50 0.27
H 2.955 -5.369 -0.888 -0.33 -0.74 -0.15
C 0.281 -4.134 -0.923 -1.06 -0.04 0.18
C 0.264 -5.608 -1.267 -0.03 -0.35 -0.24
C -0.463 -4.004 0.398 -0.33 -0.12 0.79
H 0.721 -6.202 -0.468 0.09 -0.02 -0.18
H -0.787 -5.920 -1.332 0.28 0.05 -0.04
H 0.738 -5.842 -2.222 0.14 0.01 0.06
H -1.544 -3.752 -1.968 0.23 0.03 -0.08
H -0.108 -3.199 -2.877 0.07 -0.12 -0.01
H -0.660 -2.961 0.689 0.22 -0.28 -0.13
C -0.547 -3.296 -1.883 -0.31 0.11 -0.66
H 0.026 -4.525 1.226 0.06 0.01 -0.07
H -1.444 -4.472 0.228 0.16 0.04 0.21
H -0.691 -2.278 -1.487 0.09 -0.26 -0.15
C 3.821 -3.433 -0.622 0.60 -0.25 -0.23
C 3.645 -0.336 0.972 0.48 0.14 1.09
H 4.000 -0.993 1.770 0.31 -0.06 -0.03
H 4.102 0.658 1.068 0.16 -0.16 0.06
C 3.943 -0.875 -0.422 -0.07 0.79 0.07
H 4.291 0.961 -1.416 -0.21 -0.12 -0.12
C 5.428 -1.025 -0.684 0.43 -0.05 0.18
H 5.591 -1.377 -1.710 0.05 -0.10 0.17
H 2.556 -0.153 1.174 1.02 -0.08 -0.45
H 2.570 0.722 -1.105 0.15 -0.45 -0.16
H 5.930 -1.675 0.033 0.05 -0.12 -0.06
H 5.876 -0.025 -0.612 -0.03 -0.38 0.10
C 3.491 0.204 -1.412 -0.25 0.53 -0.41
H 3.364 -0.175 -2.430 -0.02 -0.03 0.12
C -3.721 3.325 -1.259 0.09 0.24 -0.79
N -3.327 2.223 -0.509 -1.00 1.10 -0.09
H -2.648 5.186 -1.671 0.15 -0.07 -0.05
N -1.717 3.656 -0.409 -0.77 1.00 0.00
H -4.669 3.427 -1.761 0.04 -0.16 -0.12
C -3.925 0.867 -0.596 0.11 0.10 0.28
C -5.397 0.944 -0.211 -0.30 -0.24 0.23
C -3.714 0.229 -1.966 0.14 0.04 -0.53
H -6.013 1.519 -0.913 0.18 -0.02 0.02
H -5.792 -0.079 -0.172 -0.05 0.20 -0.08
H -5.510 1.375 0.790 0.05 0.01 -0.13
H -3.732 -1.050 0.276 0.16 0.22 0.14
H -3.069 0.244 1.329 -0.02 -0.07 -0.15
H -2.634 0.077 -2.133 -0.34 0.19 -0.07
C -3.174 -0.099 0.297 0.13 -0.32 0.58
H -4.119 0.783 -2.818 -0.14 0.10 0.10
H -4.183 -0.766 -1.925 0.05 0.29 -0.16
H -2.178 -0.304 -0.131 -0.19 0.19 0.42
C -2.702 4.214 -1.205 -0.39 0.21 -0.85
C 0.395 3.725 -1.735 -0.09 -0.33 -0.56
H -0.048 4.222 -2.604 -0.03 0.10 0.07
H 1.442 4.038 -1.622 -0.21 0.01 -0.25
C -0.283 4.041 -0.408 -0.06 0.03 0.08
H 1.547 3.515 0.519 -0.24 -0.09 0.15
C -0.128 5.531 -0.144 0.21 0.27 0.35
H -0.585 5.849 0.798 -0.04 -0.09 -0.04
H 0.387 2.636 -1.903 -0.09 0.38 -0.12
H 0.513 2.126 0.149 -0.08 0.27 0.44
H -0.528 6.152 -0.957 -0.01 -0.18 0.11
H 0.949 5.729 -0.078 -0.19 0.12 -0.01
C 0.505 3.158 0.544 0.16 -0.07 0.43
H 0.145 3.153 1.575 -0.01 0.05 -0.14
C -2.232 2.567 0.172 2.54 -2.97 0.28
C -1.165 1.285 2.970 0.11 -0.14 -0.09
C 0.103 0.435 3.127 0.28 -0.52 -0.42
C 0.498 0.071 4.559 0.07 0.12 0.01
C 0.082 -0.885 2.319 -0.06 -0.88 1.10
H -2.062 0.809 3.384 0.09 -0.16 0.11
H -1.378 1.514 1.909 0.20 -0.22 0.54
H -1.052 2.261 3.467 0.03 -0.13 0.08
H 0.904 1.092 2.749 0.15 -0.14 -0.15
H -0.221 -0.617 5.006 -0.13 0.03 0.04
H 1.454 -0.459 4.514 -0.01 0.03 0.11
H 0.631 0.932 5.217 -0.07 0.27 0.13
H 0.726 -1.654 2.796 -0.42 0.18 0.22
H -0.940 -1.280 2.258 0.02 -0.07 0.17
```
Positions in Å, forces in eV/Å.

HOMO level (spin up / spin down): 2.7 / 1.4 eV
Net charge: -2
Energy: -52064.4909 eV
Frontier orbital gap (spin up / spin down): 1.7 / 3.0 eV
Spin multiplicity: 1

Mulliken population analysis, charges in e, atoms 1 to 5: atom 1 (Sn): -1.247, atom 2 (Cl): -0.450, atom 3 (C): -0.539, atom 4 (C): 1.703, atom 5 (N): -1.086

=====

What is the energy in the third record?
-9808.7941 eV